Density functional theory data (ωB97M-V with the def2-TZVPD basis set) for a molecular structure, C38H32BBrN8O2Pt.

Calculated values
- charge = +2
- largest force on an atom (hartree/bohr) = 0.0330
- orbital gap (eV) = 5.4

Element x y z (Å)
Pt -0.113 0.090 0.181
C 4.206 -0.739 0.780
C 2.957 -0.150 0.914
N 1.889 -0.672 0.315
C 2.054 -1.805 -0.399
C 3.325 -2.322 -0.578
N 4.396 -1.797 0.007
C 0.837 -2.422 -0.926
C 0.752 -3.666 -1.514
C -0.487 -4.173 -1.922
C -1.599 -3.361 -1.676
C -1.435 -2.119 -1.100
N -0.239 -1.673 -0.752
C -2.500 -1.169 -0.793
C -3.805 -1.293 -1.242
N -4.759 -0.433 -0.910
C -4.418 0.578 -0.124
C -3.110 0.771 0.290
N -2.152 -0.090 -0.055
C -0.615 -5.504 -2.575
C -1.841 -5.968 -3.035
C -1.911 -7.215 -3.642
N -0.853 -8.004 -3.818
C 0.323 -7.557 -3.381
C 0.489 -6.326 -2.760
H 5.068 -0.338 1.300
H 2.830 0.739 1.508
H 3.501 -3.171 -1.227
H 1.647 -4.256 -1.629
H -2.593 -3.709 -1.909
H -4.091 -2.092 -1.914
H -5.200 1.266 0.171
H -2.834 1.615 0.898
H -2.753 -5.393 -2.946
H -2.860 -7.595 -4.002
H 1.173 -8.213 -3.533
H 1.484 -6.049 -2.438
O 0.170 -0.669 3.175
B -0.464 -0.963 1.991
O -1.370 -1.993 2.115
C -1.313 -2.355 3.470
C -2.031 -3.321 4.129
C -1.765 -3.459 5.490
C -0.828 -2.655 6.134
C -0.112 -1.675 5.447
C -0.386 -1.560 4.107
H -2.762 -3.936 3.620
H -2.297 -4.211 6.058
H -0.650 -2.792 7.192
H 0.616 -1.046 5.941
C 1.610 4.405 -0.669
N 2.705 3.655 -1.216
C 3.476 4.306 -2.259
C 2.598 2.216 -1.208
C 1.566 1.641 -2.171
C 1.810 1.853 -3.534
C 0.904 1.483 -4.509
C -0.299 0.904 -4.131
C -0.542 0.663 -2.787
C 0.386 0.990 -1.782
H 1.852 5.467 -0.687
H 1.445 4.118 0.373
H 0.661 4.265 -1.219
H 3.854 5.259 -1.888
H 2.898 4.519 -3.171
H 4.330 3.684 -2.530
H 2.337 1.905 -0.195
H 3.588 1.821 -1.455
H 2.738 2.326 -3.831
H 1.122 1.667 -5.553
H -1.037 0.630 -4.875
H -1.500 0.214 -2.540
Br 1.805 3.340 4.486
C 0.659 3.195 3.022
C -0.271 4.177 2.727
C -1.069 4.007 1.608
C -0.934 2.868 0.843
N -0.056 1.904 1.157
C 0.739 2.073 2.225
H -0.354 5.061 3.346
H -1.792 4.759 1.323
H -1.492 2.730 -0.070
H 1.417 1.278 2.471


Density functional theory data (ωB97M-V with the def2-TZVPD basis set) for a single C4H5NO2 molecule.

Calculated values
- charge = 0
- largest force on an atom (hartree/bohr) = 0.0114
- orbital gap (spin up / spin down) (eV) = 7.5 / 7.4

Element x y z (Å)
C 1.054 0.233 0.266
C -0.266 -0.771 0.259
C 0.826 1.052 -0.906
C -1.573 -0.386 0.356
O 0.085 -2.020 0.689
N 0.513 2.139 -1.368
O 2.069 -0.167 0.780
H 1.027 -1.998 0.924
H 0.399 2.935 -0.733
H 0.072 -0.507 -0.964
H -1.892 0.568 -0.036
H -2.313 -1.077 0.732


Density functional theory data (ωB97M-V with the def2-TZVPD basis set) for 10 unconnected molecules or ions with the total composition C33H70NO10P.

Calculated values
- charge = 0
- largest force on an atom (hartree/bohr) = 0.0535
- orbital gap (eV) = 8.5
- SMILES string = CNCPCCCOC.CC(C)=O.CC(C)=O.CC(C)=O.CC(C)=O.CC(C)=O.CC(C)=O.CC(C)=O.CC(C)=O.CC(C)=O

Element x y z (Å)
C -0.328 -1.688 -2.814
N -0.497 -3.164 -3.161
C 0.444 -4.041 -2.345
P -0.641 -5.281 -1.318
C 0.446 -6.604 -0.471
C 1.515 -6.028 0.630
C 1.144 -4.563 1.264
O 0.046 -4.764 2.221
C -0.847 -3.599 2.307
H 0.814 -1.359 -2.728
H -0.938 -1.400 -1.830
H -0.765 -1.040 -3.715
H -1.489 -3.392 -2.862
H 1.091 -3.326 -1.665
H 1.222 -4.643 -3.020
H -1.274 -4.438 -0.328
H -0.228 -7.492 -0.045
H 1.093 -7.108 -1.337
H 1.496 -6.798 1.543
H 2.621 -6.103 0.200
H 2.091 -4.233 1.911
H 0.978 -3.707 0.484
H -1.923 -3.979 1.967
H -0.483 -2.648 1.732
H -0.980 -3.266 3.446
C 1.426 1.681 -0.128
C 0.033 1.197 0.174
O -0.293 0.027 -0.020
C -0.946 2.200 0.723
H 2.023 0.849 -0.518
H 1.390 2.470 -0.883
H 1.897 2.050 0.787
H -1.088 3.012 0.006
H -0.581 2.593 1.676
H -1.910 1.710 0.894
C -5.176 0.776 -1.022
C -4.954 2.232 -1.332
O -5.385 3.115 -0.592
C -4.185 2.566 -2.582
H -5.746 0.686 -0.090
H -5.747 0.307 -1.827
H -4.215 0.273 -0.893
H -4.711 2.177 -3.457
H -3.179 2.142 -2.523
H -4.102 3.653 -2.678
C -0.715 5.798 -3.830
C -0.929 4.310 -3.895
O -1.404 3.691 -2.944
C -0.540 3.607 -5.168
H -1.041 6.170 -2.853
H 0.346 6.027 -3.955
H -1.305 6.292 -4.607
H 0.529 3.738 -5.352
H -1.122 4.003 -6.004
H -0.751 2.537 -5.070
C -0.161 -7.266 -4.421
C -0.142 -8.711 -3.998
O 0.677 -9.126 -3.180
C -1.163 -9.628 -4.615
H 0.632 -6.724 -3.895
H 0.019 -7.192 -5.497
H -1.123 -6.817 -4.164
H -1.028 -9.659 -5.699
H -2.170 -9.283 -4.367
H -1.031 -10.639 -4.217
C 0.027 3.392 5.666
C 0.083 2.446 4.497
O 0.059 2.860 3.339
C 0.168 0.974 4.799
H -0.033 4.422 5.298
H -0.860 3.185 6.270
H 0.931 3.289 6.271
H -0.713 0.659 5.364
H 1.079 0.763 5.365
H 0.202 0.412 3.860
C -0.186 5.249 -8.978
C -0.400 3.761 -9.043
O -0.875 3.142 -8.091
C -0.010 3.058 -10.315
H -0.512 5.621 -8.001
H 0.876 5.478 -9.103
H -0.775 5.743 -9.755
H 1.059 3.189 -10.500
H -0.592 3.455 -11.152
H -0.221 1.988 -10.218
C -7.609 6.160 2.970
C -7.823 4.671 2.906
O -8.298 4.053 3.857
C -7.433 3.969 1.633
H -7.935 6.531 3.948
H -6.548 6.388 2.846
H -8.199 6.654 2.194
H -6.364 4.099 1.449
H -8.015 4.365 0.797
H -7.644 2.898 1.730
C 4.839 -0.110 6.874
C 3.514 -0.098 7.589
O 2.726 0.838 7.458
C 3.190 -1.274 8.470
H 4.936 0.801 6.275
H 5.653 -0.139 7.602
H 4.893 -0.975 6.207
H 3.931 -1.355 9.269
H 3.170 -2.190 7.875
H 2.202 -1.128 8.921
C 8.959 -0.677 4.487
C 8.481 0.167 5.638
O 7.284 0.388 5.814
C 9.524 0.731 6.566
H 8.097 -1.015 3.902
H 9.612 -0.086 3.839
H 9.491 -1.553 4.865
H 10.202 1.384 6.010
H 10.082 -0.083 7.036
H 9.034 1.318 7.349


Density functional theory data (ωB97M-V with the def2-TZVPD basis set) for a molecular structure, C35H48BeCl3N3O3PS3Si.

Calculated values
- charge = -1
- largest force on an atom (hartree/bohr) = 0.0553
- orbital gap (spin up / spin down) (eV) = 3.6 / 6.4

Element x y z (Å)
Be 0.016 -1.757 -0.072
C 2.532 -5.136 -2.201
O 1.123 -4.954 -1.732
C 0.756 -3.808 -1.123
S 1.881 -2.634 -0.701
S -0.876 -3.753 -0.560
H 2.562 -6.057 -2.816
H 3.243 -5.209 -1.321
H 2.822 -4.248 -2.797
S 3.526 7.401 -0.410
C 2.114 6.444 -0.082
N 2.351 5.364 0.565
C 3.699 5.163 0.869
C 4.265 4.032 1.512
C 5.626 3.883 1.449
C 6.449 4.863 0.950
C 5.942 5.966 0.335
C 4.525 6.169 0.272
H 1.122 6.863 -0.401
H 3.619 3.365 2.084
H 6.082 2.992 1.831
H 7.540 4.643 0.836
H 6.620 6.689 -0.098
C 0.169 1.093 4.832
C 0.450 0.614 3.435
C 1.951 0.852 3.071
C -0.258 1.484 2.395
P 0.005 -1.247 3.007
N -0.046 -1.494 1.499
C -1.620 -1.632 3.872
C -2.612 -0.542 3.393
C -2.110 -3.029 3.384
C -1.658 -1.588 5.463
C 1.342 -2.263 3.815
C 0.827 -3.767 3.860
C 1.868 -1.759 5.183
C 2.570 -2.351 2.861
H 0.270 2.182 4.808
H 0.892 0.741 5.553
H -0.835 0.907 5.241
H 2.215 1.870 3.344
H 2.168 0.654 1.999
H 2.642 0.209 3.653
H 0.149 2.531 2.394
H -1.357 1.555 2.550
H -0.105 1.064 1.403
H -2.531 -0.485 2.321
H -2.501 0.466 3.836
H -3.611 -0.847 3.576
H -1.935 -3.165 2.327
H -3.169 -3.077 3.665
H -1.691 -3.879 3.924
H -1.262 -0.594 5.786
H -1.050 -2.373 5.884
H -2.686 -1.593 5.823
H -0.069 -3.911 4.494
H 1.592 -4.451 4.150
H 0.473 -4.037 2.876
H 1.039 -1.571 5.862
H 2.493 -0.875 5.100
H 2.433 -2.527 5.670
H 2.232 -2.525 1.841
H 3.166 -3.241 3.160
H 3.177 -1.432 2.906
Cl -4.075 3.066 1.579
Si -3.958 2.390 -0.426
Cl -3.984 3.981 -1.733
Cl -5.128 0.722 -0.964
C -4.935 2.120 -5.580
O -4.676 0.750 -5.267
C -3.924 -0.067 -6.029
C -3.586 0.117 -7.403
C -2.865 -0.831 -8.129
C -2.414 -1.999 -7.517
C -2.585 -2.165 -6.147
C -3.271 -1.191 -5.372
N -3.346 -1.316 -3.989
C -2.315 -1.293 -3.062
C -1.086 -0.521 -3.239
C -0.582 -0.070 -4.529
C 0.544 0.777 -4.626
C 1.171 1.229 -3.476
C 0.762 0.725 -2.224
C -0.269 -0.198 -2.106
O -0.614 -0.645 -0.927
H -5.390 2.474 -4.643
H -5.596 2.199 -6.464
H -4.043 2.734 -5.772
H -3.972 0.983 -7.949
H -2.706 -0.730 -9.180
H -1.901 -2.775 -8.067
H -2.153 -2.988 -5.562
H -4.269 -1.518 -3.637
H -2.500 -1.956 -2.212
H -1.066 -0.245 -5.504
H 1.016 1.040 -5.588
H 1.895 1.996 -3.578
H 1.267 0.956 -1.280